# 1
Below is 2 unconnected molecules or ions with the total composition C6H12N2, with properties calculated with the ωB97M-V functional and the def2-TZVPD basis.

```
20
Properties=species:S:1:pos:R:3:forces:R:3
N -2.471 2.167 -1.143 0.1 0.0 0.0
H -2.418 1.119 1.167 0.1 -0.1 0.2
C 1.716 0.021 -1.056 -0.2 0.1 0.0
C -1.317 -0.808 0.960 -0.4 0.1 0.7
H 1.187 0.765 0.883 -0.4 -0.1 -0.1
C -1.832 0.961 -0.782 -0.4 0.5 0.2
H -2.605 2.772 -0.348 -0.2 0.1 0.1
N 2.746 -0.630 1.014 0.0 0.5 0.0
H -0.809 -1.425 0.224 0.1 0.2 -0.2
C 2.860 -1.852 0.716 0.0 0.1 0.1
C 1.791 0.110 0.271 0.6 -0.5 -0.2
H 0.863 0.389 -1.607 0.2 0.6 0.0
H 3.588 -2.454 1.247 0.1 -0.1 0.0
H -2.117 -1.418 1.395 0.0 0.0 -0.1
H 2.240 -2.320 -0.054 0.0 -0.1 0.1
H 2.501 -0.448 -1.635 -0.1 -0.3 0.1
H -1.405 0.466 -1.644 0.2 -0.3 0.2
C -1.876 0.490 0.466 0.2 -0.1 -0.9
H -2.003 2.691 -1.865 0.1 -0.1 -0.1
H -0.639 -0.597 1.792 0.2 -0.2 -0.1
```
Positions in Å, forces in eV/Å.

Values from the calculation:
SMILES string: C/C=C/N.C=CN=C
Multiplicity: 1
HOMO-LUMO gap, hartree: 0.3328

=====

# 2
Below is a single C6H12N2O molecule at a distorted geometry, with properties calculated with the ωB97M-V functional and the def2-TZVPD basis.

```
21
Properties=species:S:1:pos:R:3:forces:R:3
O 0.329 -0.946 2.433 0.8 0.3 -0.8
H -2.788 1.058 1.509 0.0 -0.3 -0.2
C -0.074 0.479 -0.565 -0.9 0.6 0.1
H 2.919 -0.576 -0.583 0.4 -0.1 0.4
H -0.172 -1.906 -1.500 0.1 0.3 -0.1
H -0.870 -1.879 0.995 0.2 0.0 -0.2
C -2.250 1.033 0.566 -0.6 0.3 0.2
H 0.874 2.383 -1.009 0.0 0.4 -0.1
H -0.810 2.278 -1.566 0.0 -0.2 0.4
C 0.114 1.712 -1.419 0.7 0.1 0.0
H 0.434 1.452 -2.435 0.1 -0.1 0.1
H 1.322 -2.445 -0.888 0.0 -0.3 -0.1
N 2.154 -0.302 0.024 0.1 0.2 -1.4
N 0.777 -1.670 -1.240 0.1 -0.1 1.6
H 1.133 -0.860 1.884 -0.5 -0.2 0.5
H -1.667 -0.883 2.201 0.1 -0.1 0.1
H 2.266 0.624 0.423 -0.1 -0.1 -0.1
C -1.077 0.407 0.432 0.3 -4.1 1.7
C -0.779 -0.957 1.573 -1.8 2.9 -1.1
H -2.752 1.497 -0.277 0.3 0.5 0.1
C 0.917 -0.498 -0.557 0.5 0.1 -0.9
```
Positions in Å, forces in eV/Å.

Values from the calculation:
SMILES string: C=C(CO)C(C)=C(N)N
Multiplicity: 1
HOMO-LUMO gap (alpha / beta), hartree: 0.2407 / 0.2406

=====

# 3
Below is a molecular structure, C6H12N2O at a distorted geometry, with properties calculated with the ωB97M-V functional and the def2-TZVPD basis.

```
21
Properties=species:S:1:pos:R:3:forces:R:3
C 0.768 1.709 -0.279 0.0 0.0 0.0
O -1.860 0.572 -1.236 0.4 -0.1 0.2
C -1.716 0.193 1.456 -0.1 0.0 -0.1
H 0.796 -2.605 1.533 -0.3 -0.1 -0.3
H -2.779 0.179 1.216 0.0 0.0 0.0
H -1.580 -0.133 2.489 0.0 0.0 -0.1
C 1.174 -1.779 0.939 -0.3 0.7 0.2
C 1.759 -0.146 -1.598 -0.2 -0.3 0.2
H 1.105 1.819 0.755 -0.1 0.0 0.0
H -1.964 0.414 -2.182 0.0 0.0 0.2
H 1.437 2.308 -0.898 -0.1 -0.1 0.0
H -1.351 -1.772 0.663 0.1 0.0 0.0
H 2.391 0.571 -2.103 0.1 0.0 0.2
N 0.489 -0.721 0.715 0.6 -1.2 -0.6
H -1.369 1.218 1.360 0.1 0.0 0.0
C 0.830 0.270 -0.714 -1.3 0.2 -0.7
H 1.806 -1.177 -1.926 -0.1 0.0 -0.1
C -0.978 -0.754 0.521 -0.3 0.4 0.6
N -0.901 -0.425 -0.891 1.4 0.2 0.2
H -0.243 2.109 -0.374 0.0 0.0 0.0
H 2.186 -1.849 0.551 0.2 0.4 0.2
```
Positions in Å, forces in eV/Å.

Values from the calculation:
Multiplicity: 1
HOMO-LUMO gap (alpha / beta), hartree: 0.2634 / 0.2635

=====

# 4
Below is a single C6H12N2O molecule at a distorted geometry, with properties calculated with the ωB97M-V functional and the def2-TZVPD basis.

```
21
Properties=species:S:1:pos:R:3:forces:R:3
H 0.131 1.246 2.012 1.5 1.7 -1.7
H 1.353 -2.316 0.844 3.4 1.3 -0.5
C 0.398 -2.622 0.911 -3.4 -3.2 -0.4
H -1.269 2.931 0.288 0.3 0.3 0.4
H 0.435 -3.761 0.770 0.0 1.4 0.6
O -0.878 -0.837 -0.153 1.4 3.7 -0.1
C 0.326 0.164 -1.971 -0.4 -0.4 -1.6
N 0.167 0.134 -3.106 0.2 0.0 -0.1
H -1.838 1.569 -0.550 -0.4 -0.7 -0.4
C 0.423 0.238 -0.550 -1.9 -4.1 -0.2
H 1.197 -0.431 -0.185 0.5 0.9 0.4
N 0.263 1.477 -0.145 -0.9 3.2 2.4
H 1.816 1.867 1.303 -1.0 -0.3 -0.2
H -0.766 2.725 -1.402 -0.6 0.2 -0.1
C -0.478 -2.132 -0.257 -0.9 -1.6 -1.6
C -0.997 2.220 -0.466 1.1 -0.6 -1.5
H 0.066 -2.386 1.932 -0.4 0.0 -0.5
C 0.704 1.908 1.158 -0.3 -1.2 2.4
H 0.088 -2.319 -1.283 -0.9 0.1 1.8
H 0.392 2.967 1.235 0.5 -0.7 0.4
H -1.531 -2.643 -0.383 2.2 0.1 0.5
```
Positions in Å, forces in eV/Å.

Values from the calculation:
SMILES string: CCO[C@@H](C#N)N(C)C
Multiplicity: 1
HOMO-LUMO gap, hartree: 0.3667

=====

# 5
Below is a single C6H12N2O molecule at a distorted geometry, with properties calculated with the ωB97M-V functional and the def2-TZVPD basis.

```
21
Properties=species:S:1:pos:R:3:forces:R:3
N 0.701 1.004 0.358 -1.7 -0.2 0.3
O -1.548 1.064 -0.685 -1.2 -0.8 -1.5
C 1.270 1.168 -0.750 2.2 0.9 1.0
H -2.482 0.350 1.662 1.4 0.3 0.7
H 2.771 2.690 -0.956 0.7 -1.2 0.2
C 2.793 1.574 -0.806 -3.3 0.9 2.3
H -2.019 -3.410 -0.884 1.6 0.9 1.4
H -0.594 -3.245 0.453 -0.4 -0.8 -0.9
H 0.917 1.192 -1.744 -1.6 -0.3 -1.1
C -0.589 -0.882 0.447 -2.7 0.0 -2.5
H 3.271 1.008 -1.516 1.2 -0.8 -2.3
H -1.948 1.945 1.616 1.0 -0.1 0.4
C -1.009 -2.925 -0.532 -0.5 -2.2 -1.7
H 3.163 1.201 0.139 0.5 0.8 0.5
H -1.612 0.362 -1.392 0.1 0.5 1.1
C -1.492 0.938 1.683 -4.8 1.1 -1.6
H -0.073 -1.268 1.292 0.6 -0.4 0.7
H -0.899 0.732 2.502 1.1 -0.3 1.6
C -0.932 0.564 0.392 5.9 0.5 -0.1
H -0.397 -3.250 -1.437 -0.1 0.4 1.4
N -1.116 -1.527 -0.507 0.2 0.7 0.1
```
Positions in Å, forces in eV/Å.

Values from the calculation:
SMILES string: C/C=N/[C@@](C)(O)/C=N/C
Multiplicity: 1
HOMO-LUMO gap, hartree: 0.3526

=====

# 6
Below is 2 unconnected molecules or ions with the total composition C6H12N2O at a distorted geometry, with properties calculated with the ωB97M-V functional and the def2-TZVPD basis.

```
21
Properties=species:S:1:pos:R:3:forces:R:3
N -1.981 -0.787 -0.249 -0.4 2.3 3.0
H -0.820 0.519 -1.731 -1.5 0.8 -1.8
H -0.108 -1.549 -2.001 0.3 0.4 2.4
H 0.770 1.591 1.958 1.4 0.5 0.6
H 2.045 -1.353 -1.408 -1.9 1.3 4.3
H -2.574 -0.334 0.605 1.9 -1.2 -2.6
H -0.304 -1.660 1.056 -1.2 0.1 0.1
H 0.892 2.941 0.212 -0.6 1.1 -0.9
H 0.724 1.941 -1.671 0.9 1.9 2.9
C 0.825 2.093 -0.448 3.2 -3.9 -2.6
H -0.234 -0.009 1.997 1.7 1.0 -0.6
H 1.911 1.482 -0.047 -2.9 1.9 -2.2
C 0.231 0.864 1.430 -4.1 -2.8 1.7
O -0.993 1.501 0.977 -4.4 4.1 4.4
H 1.589 -1.650 0.870 -0.2 2.1 -4.7
C -0.976 -1.833 0.178 0.2 -1.0 -0.2
H -1.342 -2.985 0.332 0.8 2.8 -1.2
C -0.803 0.133 -0.760 -1.6 -4.9 -1.4
C -0.216 1.128 0.040 4.8 -0.4 0.8
C -0.038 -1.171 -0.885 2.2 -1.1 -1.3
N 1.402 -0.862 -0.454 1.7 -5.0 -0.8
```
Positions in Å, forces in eV/Å.

Values from the calculation:
Multiplicity: 1
HOMO-LUMO gap, hartree: 0.3468

=====

# 7
Below is 2 unconnected molecules or ions with the total composition C6H12N2O at a distorted geometry, with properties calculated with the ωB97M-V functional and the def2-TZVPD basis.

```
21
Properties=species:S:1:pos:R:3:forces:R:3
H -0.134 0.257 1.142 -0.3 0.0 0.8
C 0.606 -0.565 -1.282 -0.5 -0.8 -1.7
O 0.177 2.206 0.813 -0.4 0.6 -0.2
C -1.822 1.373 1.888 0.3 -0.6 -1.3
C 1.177 -1.630 -0.481 -1.3 0.4 0.2
C -0.344 1.215 1.703 1.4 -0.4 -1.5
N -0.531 -1.026 -1.897 0.4 0.6 1.9
H 2.309 0.610 -1.476 0.4 0.1 -0.1
H 1.148 0.604 -2.842 0.0 0.6 -0.1
N 0.306 -2.659 -0.604 1.4 0.8 1.3
H 0.257 1.213 2.614 -0.3 -0.1 0.2
H 0.855 1.547 -1.291 -0.3 -0.1 -0.4
H -2.316 1.241 0.907 0.2 0.1 0.3
H -2.085 0.483 2.464 -0.6 0.7 0.6
C 1.267 0.643 -1.763 0.2 -0.2 0.7
C -0.752 -2.189 -1.324 -0.2 -0.7 -2.1
H 0.449 -3.568 -0.185 -0.4 0.0 0.1
H -1.579 -2.823 -1.606 -0.1 -0.1 0.3
H 1.961 -1.487 0.241 0.4 -0.7 -0.1
H 1.136 2.176 0.770 0.1 0.0 0.4
H -2.084 2.378 2.207 -0.1 -0.3 0.7
```
Positions in Å, forces in eV/Å.

Values from the calculation:
Total charge: +1
Multiplicity: 2
HOMO-LUMO gap (alpha / beta), hartree: 0.3549 / 0.2126

=====

# 8
Below is a single C6H12N2O2 molecule at a distorted geometry, with properties calculated with the ωB97M-V functional and the def2-TZVPD basis.

```
22
Properties=species:S:1:pos:R:3:forces:R:3
H 0.412 -1.967 1.163 2.2 -0.2 1.9
H 0.425 2.295 -1.869 -0.1 0.0 -1.9
C 0.537 1.875 -0.920 3.0 1.3 2.1
H 0.595 -0.100 -1.816 0.0 0.5 2.5
O -2.678 0.466 0.404 -0.1 0.0 -0.6
H 0.762 1.165 1.619 -1.7 0.3 0.0
H -0.346 -3.630 -0.125 0.1 0.0 0.1
C -0.661 -2.617 -0.332 -0.6 0.5 1.0
H 2.251 -0.927 -0.422 0.7 -4.1 0.1
H -1.190 1.464 1.533 1.7 -0.3 0.2
O -1.797 -0.277 -1.433 -1.4 0.0 -1.7
C 0.741 0.379 -0.743 0.2 -0.4 -2.6
H 2.249 0.385 0.690 0.2 -1.5 -2.2
C -0.362 -0.055 0.273 0.4 -2.3 -0.1
H -0.401 0.165 2.388 -0.4 -1.1 1.3
H -0.304 2.192 -0.360 -0.8 0.5 0.5
C -0.301 0.762 1.536 0.9 1.0 -0.4
N -1.758 0.113 -0.305 1.2 -0.5 0.9
C -0.159 -1.616 0.393 -2.0 0.9 -1.5
N 2.120 -0.006 -0.311 -2.0 6.1 1.9
H -1.569 -2.542 -0.892 0.0 0.3 -1.0
H 1.435 2.478 -0.471 -1.5 -1.1 -0.6
```
Positions in Å, forces in eV/Å.

Values from the calculation:
SMILES string: C=C[C@@](C)([C@@H](C)N)[N+](=O)[O-]
Multiplicity: 1
HOMO-LUMO gap, hartree: 0.3793

=====

# 9
Below is 2 unconnected molecules or ions with the total composition C6H12N2O2P, with properties calculated with the ωB97M-V functional and the def2-TZVPD basis.

```
23
Properties=species:S:1:pos:R:3:forces:R:3
N 1.898 -1.457 -2.648 0.4 0.2 -0.1
H -2.499 -3.112 -1.033 -0.1 -0.1 0.0
C 0.358 1.443 1.987 0.0 -0.1 0.0
H 0.352 4.745 2.084 0.0 0.0 0.0
O 1.460 -0.415 -2.767 -0.1 0.2 -0.2
P -1.494 -2.155 -1.141 0.1 0.0 -0.2
C 0.405 3.684 1.911 0.0 0.0 0.0
C 0.077 2.628 2.717 0.0 0.0 0.0
C -0.855 -1.660 0.436 0.2 0.2 0.2
H 1.199 1.241 -0.077 0.1 0.0 0.0
N 0.871 3.185 0.728 0.0 0.0 0.0
H -2.060 -1.041 -1.748 -0.2 0.0 0.0
O 1.066 -2.285 -1.674 -0.2 -0.5 0.2
H 0.230 0.432 2.339 0.1 0.0 0.0
C -0.139 -2.745 -2.235 0.2 0.2 0.0
H 1.197 3.741 -0.042 0.0 0.0 0.0
C 0.849 1.819 0.762 -0.1 0.0 0.0
H -0.312 2.697 3.718 0.0 0.0 0.0
H -0.148 -3.833 -2.308 -0.1 0.0 0.0
H -0.318 -2.322 -3.230 -0.1 -0.1 0.0
H -0.406 -0.674 0.287 0.0 0.0 0.1
H -0.076 -2.346 0.766 -0.1 -0.1 0.0
H -1.655 -1.571 1.168 0.0 -0.1 0.0
```
Positions in Å, forces in eV/Å.

Values from the calculation:
Total charge: +1
Multiplicity: 1
HOMO-LUMO gap, hartree: 0.2349

=====

# 10
Below is a single C6H12N2O2S3 molecule at a distorted geometry, with properties calculated with the ωB97M-V functional and the def2-TZVPD basis.

```
25
Properties=species:S:1:pos:R:3:forces:R:3
H -3.335 0.112 0.768 -0.6 0.9 1.1
H 1.578 2.944 -0.567 -0.9 -1.6 2.2
H 2.281 1.757 0.646 -0.8 -0.4 -0.8
N -2.768 -0.031 -1.542 -2.6 -0.5 -0.9
O 1.565 -2.592 0.000 -0.6 -2.3 -0.2
H 3.661 -1.906 -0.380 0.3 1.2 -0.2
S 1.689 -1.254 0.530 2.5 2.4 -0.6
H 1.658 0.039 -1.781 -0.4 -0.6 1.9
H -3.651 -0.540 2.368 0.2 -1.0 0.1
C -1.623 -0.229 -0.790 2.2 2.5 1.1
N -0.882 1.290 -0.326 -0.9 -3.1 -0.6
H -2.373 0.601 2.210 1.0 1.1 0.2
H 3.308 -0.119 -0.889 0.6 -0.8 0.5
C 3.407 -0.861 -0.069 -0.5 -0.5 -0.9
C -2.857 -0.193 1.723 -1.6 -0.2 -2.3
S -0.303 -1.158 -1.634 -1.1 0.4 -0.2
C 1.291 2.103 0.252 1.6 2.3 -0.6
O -0.464 -1.150 1.537 -0.7 -0.2 -0.3
C 0.987 -0.204 -0.869 -0.4 1.2 -1.5
C 0.379 1.121 -0.372 -0.6 -1.9 0.2
H 0.778 2.433 1.173 0.2 0.7 -0.8
H 4.101 -0.495 0.655 0.3 0.2 0.8
H -3.692 0.282 -1.114 2.1 -0.5 -0.5
H -2.971 -0.687 -2.334 0.6 0.9 1.3
S -1.765 -1.263 0.804 0.1 0.0 1.0
```
Positions in Å, forces in eV/Å.

Values from the calculation:
Multiplicity: 1
HOMO-LUMO gap, hartree: 0.3341

=====

What are the energy relative to the best compared isomer or geometry (same formula, charge and spin) values for these records? In order: 53.6; 90.6; 141.4; 84.9; 72.5; 238.5; 15.3; 128.2; 105.7; 114.8 kcal/mol.
What are the E values for these records? In order: -345.242507; -420.439588; -420.358621; -420.448653; -420.468421; -420.203865; -420.237797; -495.633282; -836.767323; -1690.206197 hartree.